(1)
Computed, not measured: a structure of composition C10H18N6SSn, with ωB97M-V/def2-TZVPD.

CARTESIAN COORDINATES (ANGSTROEM)
Sn  0.3697  1.6995  0.9194
C  -0.3219  -1.7267  3.8450
C  0.1182  -0.8232  2.7452
N  -0.5573  0.1698  2.3017
N  -1.8053  0.4336  2.7972
C  -2.5460  1.0773  1.9367
N  -3.7848  1.4248  2.2975
S  -2.0586  1.5419  0.2969
C  1.3947  -1.0662  2.0181
C  2.2943  -2.0337  2.4297
C  3.4462  -2.2452  1.6867
C  3.6744  -1.4762  0.5571
C  2.7392  -0.5157  0.2194
N  1.6166  -0.3225  0.9153
H  -1.2687  -1.3882  4.2508
H  0.4246  -1.7368  4.6414
H  -0.4326  -2.7501  3.4812
H  -4.1150  1.1822  3.2181
H  -4.3818  1.9402  1.6775
H  2.1002  -2.6100  3.3223
H  4.1605  -2.9975  1.9935
H  4.5615  -1.6069  -0.0455
H  2.8983  0.1319  -0.6342
N  -1.6561  0.4606  -4.8530
C  -0.5378  1.2274  -4.1741
C  -0.5252  0.9382  -2.6747
N  0.4625  1.7367  -1.9504
H  -1.6926  0.6629  -5.8554
H  -2.5699  0.7031  -4.4612
H  -1.5404  -0.5507  -4.7520
H  -0.7223  2.2800  -4.3826
H  0.3846  0.9274  -4.6681
H  -0.3213  -0.1190  -2.4915
H  -1.5098  1.1447  -2.2514
H  0.2961  2.7312  -2.0785
H  1.4058  1.5556  -2.2781

## Properties
- Charge: +2
- Energy: -36255.8778 eV
- Frontier orbital gap: 7.893 eV
- Energy above the lowest of the compared OMol25 structures with the same formula, charge and spin: 0.00 kcal per mole
- 2S+1: 1
- LUMO level: -5.97 eV

(2)
Computed, not measured: a cluster of 9 separate species, C27H50O27 in total at a distorted geometry, with ωB97M-V/def2-TZVPD.

CARTESIAN COORDINATES (ANGSTROEM)
C  4.1290  2.1435  1.7943
O  5.0132  2.9781  1.0807
C  5.6624  2.4972  0.0319
O  5.6841  1.3596  -0.3599
O  6.3071  3.5119  -0.5303
C  7.1012  3.2309  -1.6749
H  3.5466  2.7934  2.4427
H  4.6642  1.4644  2.4609
H  3.4898  1.5931  1.1078
H  7.8512  4.0101  -1.7350
H  6.4724  3.2524  -2.5692
H  7.5529  2.2407  -1.6330
C  1.2099  -5.9877  -4.2334
O  0.9394  -5.0058  -3.2423
C  1.2021  -5.3579  -1.9894
O  1.6665  -6.4055  -1.6249
O  0.8721  -4.3420  -1.2024
C  1.2370  -4.4743  0.1712
H  2.2545  -5.9267  -4.5517
H  0.6019  -5.7442  -5.0977
H  1.0439  -6.9820  -3.8248
H  1.1437  -3.4773  0.5842
H  2.2456  -4.8765  0.2394
H  0.5743  -5.1761  0.6808
C  -5.0036  -1.2914  4.7830
O  -4.6697  -0.4412  3.6875
C  -3.8163  0.5482  3.9744
O  -3.3144  0.7464  5.0446
O  -3.6844  1.2905  2.8742
C  -2.7683  2.3574  2.9131
H  -5.7075  -0.7815  5.4386
H  -4.1257  -1.5290  5.3889
H  -5.3791  -2.2236  4.3786
H  -3.0949  3.1878  3.5416
H  -2.6172  2.7173  1.8979
H  -1.7705  2.1126  3.2922
C  4.6509  -1.7636  -1.7272
O  4.2244  -3.1114  -1.9795
C  4.3339  -3.5571  -3.2222
O  4.8011  -2.9727  -4.1585
O  3.7814  -4.7762  -3.2815
C  4.0584  -5.5000  -4.4753
H  5.6898  -1.7990  -1.3988
H  4.0441  -1.3531  -0.9302
H  4.5696  -1.1069  -2.5874
H  3.3846  -5.1947  -5.2776
H  3.9443  -6.5543  -4.2410
H  5.0735  -5.3329  -4.8349
C  -2.3282  2.5981  -5.1746
O  -1.7922  2.8030  -3.8810
C  -0.6702  3.5172  -3.7876
O  -0.1018  4.0611  -4.6885
O  -0.3082  3.5204  -2.5107
C  0.9163  4.1198  -2.1231
H  -3.2134  3.2083  -5.3358
H  -2.6199  1.5464  -5.2290
H  -1.5849  2.7701  -5.9495
H  1.4160  3.4682  -1.4126
H  0.7114  5.0884  -1.6648
H  1.5779  4.2996  -2.9701
C  1.2561  1.5028  8.7193
O  0.4417  1.4551  7.5586
C  0.8969  0.6625  6.6073
O  1.8625  -0.0496  6.6793
O  0.1010  0.8006  5.5444
C  0.3439  -0.0604  4.4398
H  1.3796  0.5188  9.1694
H  0.7486  2.1463  9.4341
H  2.2317  1.9388  8.5037
H  -0.1379  0.4358  3.6012
H  -0.1248  -1.0281  4.6200
H  1.4043  -0.1856  4.2272
C  -3.9545  2.4782  -0.7903
O  -5.0926  2.7447  0.0187
C  -5.3816  4.0346  0.2215
O  -4.8221  4.9662  -0.2772
O  -6.3992  4.1039  1.0734
C  -6.7548  5.4299  1.4872
H  -3.4691  1.5741  -0.4411
H  -3.2047  3.2701  -0.7066
H  -4.2256  2.4201  -1.8411
H  -7.5335  5.3015  2.2297
H  -7.1140  5.9984  0.6326
H  -5.8911  5.9214  1.9314
O  2.4900  0.4150  -0.8280
C  1.3943  0.2377  -0.4147
O  1.0673  -0.7913  0.3996
C  -0.3214  -0.7754  0.7221
C  -0.8123  0.5157  0.0267
O  0.3421  1.0583  -0.6134
H  -0.8044  -1.6302  0.2637
H  -0.4987  -0.6528  1.7851
H  -1.2216  1.2190  0.7469
H  -1.5198  0.2638  -0.7590
O  -3.0302  -0.1507  -2.6177
C  -2.9239  -1.3264  -2.5668
O  -3.6508  -2.2124  -3.2786
C  -3.3312  -3.5508  -2.8804
C  -2.0961  -3.3835  -1.9741
O  -2.0702  -1.9620  -1.7378
H  -4.1890  -3.9624  -2.3496
H  -3.1076  -4.1624  -3.7495
H  -1.1835  -3.6393  -2.5024
H  -2.1660  -3.8812  -1.0132

## Properties
- Charge: 0
- Energy: -84091.7924 eV
- Frontier orbital gap: 10.760 eV
- Energy above the lowest of the compared OMol25 structures with the same formula, charge and spin: 25.63 kcal per mole
- 2S+1: 1
- LUMO level: 0.19 eV

(3)
Computed, not measured: a cluster of 3 separate species, C25H44F2NO7PSi in total at a distorted geometry, with ωB97M-V/def2-TZVPD.

CARTESIAN COORDINATES (ANGSTROEM)
C  6.8263  -2.9827  1.0386
C  6.1592  -2.2665  0.3226
C  5.3606  -1.2051  -0.3360
C  4.4581  -0.4688  0.7022
C  3.5420  0.4816  -0.1133
O  2.4711  -0.3563  -0.6439
C  1.5513  0.4433  -1.2336
O  1.7921  1.2882  -2.0461
N  0.1812  0.1546  -0.8236
P  -0.8219  -0.2590  -2.1665
O  -1.4199  0.8593  -2.9176
C  -0.3651  1.1891  0.0318
F  -0.5300  2.3839  -0.5609
F  0.5763  1.3687  1.0310
C  -1.6465  0.6750  0.7380
C  -2.9742  1.1257  0.0553
Si  -4.3091  -0.2095  -0.1360
C  -5.0438  0.0202  -1.8778
C  -5.6944  0.0183  1.1434
C  -3.6991  -1.9911  0.0216
C  -3.1028  -2.5617  1.1460
C  -2.6783  -3.8753  1.2423
C  -2.8946  -4.7072  0.1484
C  -3.4851  -4.1783  -0.9856
C  -3.8816  -2.8494  -1.0803
H  7.4088  -3.6939  1.5880
H  4.6964  -1.6157  -1.1108
H  5.9890  -0.4343  -0.8067
H  5.0449  0.1489  1.3927
H  3.8066  -1.1865  1.2181
H  4.0840  0.9415  -0.9504
H  3.1141  1.2514  0.5471
H  -1.7606  -1.2224  -1.7261
H  0.0548  -0.9538  -3.0440
H  -1.6192  1.1020  1.7514
H  -1.5184  -0.4103  0.8395
H  -3.4170  1.9237  0.6781
H  -2.8023  1.5920  -0.9284
H  -5.9626  -0.5720  -2.0082
H  -5.1971  1.0889  -2.0873
H  -4.3079  -0.3378  -2.6210
H  -5.2676  -0.0685  2.1572
H  -6.4353  -0.7845  1.0050
H  -6.1712  1.0074  1.0523
H  -2.9427  -1.9135  2.0164
H  -2.1910  -4.2375  2.1470
H  -2.6033  -5.7560  0.1963
H  -3.6680  -4.8188  -1.8513
H  -4.3349  -2.5239  -2.0160
C  1.3863  -1.6078  3.4876
O  1.1033  -2.9643  3.7924
C  2.1556  -3.8440  3.4223
C  3.0264  -4.2089  4.6097
O  3.7163  -3.0779  5.1223
C  3.0876  -2.5163  6.2626
H  0.6978  -0.9829  4.0551
H  2.4102  -1.3351  3.7531
H  1.2286  -1.4289  2.4178
H  2.7584  -3.4103  2.6178
H  1.6908  -4.7564  3.0358
H  3.7854  -4.9248  4.2809
H  2.4320  -4.6861  5.3953
H  3.3174  -3.1191  7.1476
H  2.0040  -2.4481  6.1437
H  3.4862  -1.5127  6.4065
C  -1.2786  4.9415  -5.4086
O  -1.3556  4.5437  -4.0520
C  -0.1384  3.9877  -3.5661
C  0.6592  5.0036  -2.7728
O  1.0995  6.0870  -3.5866
C  0.2767  7.2335  -3.4695
H  -2.1135  5.6118  -5.6113
H  -0.3450  5.4646  -5.6280
H  -1.3629  4.0635  -6.0582
H  0.4571  3.5798  -4.3889
H  -0.4037  3.1595  -2.9077
H  1.5555  4.5147  -2.3804
H  0.0779  5.3744  -1.9222
H  0.5138  7.7682  -2.5427
H  -0.7858  6.9801  -3.4782
H  0.4861  7.8866  -4.3165

## Properties
- Charge: 0
- Energy: -65059.6438 eV
- Frontier orbital gap: 9.221 eV
- Energy above the lowest of the compared OMol25 structures with the same formula, charge and spin: 0.00 kcal per mole
- 2S+1: 1
- LUMO level: 0.56 eV

(4)
Computed, not measured: a cluster of 9 separate species, C40H47F6N5O4 in total at a distorted geometry, with ωB97M-V/def2-TZVPD.

CARTESIAN COORDINATES (ANGSTROEM)
C  -29.9103  -9.0912  2.3025
C  -30.2194  -9.4130  0.7858
O  -29.5575  -10.6022  0.3369
C  -30.1468  -11.6847  0.0727
O  -31.3188  -11.9338  0.2555
C  -29.2025  -12.8092  -0.4369
F  -29.9622  -13.8109  -1.0757
F  -28.2752  -12.3820  -1.3398
F  -28.5863  -13.3902  0.6285
H  -30.1294  -9.9631  2.9189
H  -30.5314  -8.2695  2.6590
H  -28.8895  -8.7286  2.4233
H  -29.8601  -8.6051  0.1484
H  -31.2945  -9.4439  0.6089
C  -21.5473  -5.4675  -7.9439
C  -21.0075  -5.7323  -6.5230
O  -21.2837  -4.4986  -5.8975
C  -20.9842  -4.3249  -4.5339
O  -20.2677  -5.1365  -3.9764
C  -21.5795  -3.1191  -3.8336
F  -20.6266  -2.5056  -3.1797
F  -22.0966  -2.2386  -4.6872
F  -22.5278  -3.4771  -2.9967
H  -22.6278  -5.3920  -8.0662
H  -21.1628  -6.2409  -8.6089
H  -21.1805  -4.5161  -8.3290
H  -19.9262  -5.8583  -6.4688
H  -21.4395  -6.6261  -6.0728
C  -32.6712  -6.7482  -4.0768
C  -32.1064  -8.0881  -3.9025
C  -30.9557  -8.2275  -4.6714
N  -30.8608  -7.0274  -5.3595
C  -31.8153  -6.1347  -4.8708
H  -33.5314  -6.3063  -3.5961
H  -32.6236  -8.8490  -3.3369
H  -30.2522  -9.0239  -4.8640
H  -30.0774  -6.7244  -5.9204
H  -31.7754  -5.1008  -5.1804
C  -18.0076  -11.4723  -5.1075
C  -17.6960  -10.8497  -3.8706
C  -18.8357  -10.1318  -3.4861
N  -19.8015  -10.2947  -4.4600
C  -19.3234  -11.1383  -5.3908
H  -17.4029  -12.1765  -5.6595
H  -16.7749  -10.8793  -3.3075
H  -19.0192  -9.5261  -2.6110
H  -20.6591  -9.7697  -4.3653
H  -19.9409  -11.3421  -6.2531
C  -27.2628  -14.1835  -8.2822
C  -27.8365  -15.0412  -7.3035
C  -26.7221  -15.8007  -6.8398
N  -25.5783  -15.4280  -7.4312
C  -25.9102  -14.4669  -8.3884
H  -27.7634  -13.3456  -8.7445
H  -28.8643  -15.2275  -7.0288
H  -26.7493  -16.7288  -6.2883
H  -24.7383  -15.9882  -7.4584
H  -25.1783  -14.0845  -9.0846
C  -20.4567  -16.5573  -0.5978
C  -21.5707  -16.2381  -1.4372
C  -21.2269  -15.1775  -2.2575
N  -19.9502  -14.7889  -1.9527
C  -19.4833  -15.5815  -0.9541
H  -20.3973  -17.4476  0.0107
H  -22.4925  -16.8002  -1.4634
H  -21.7841  -14.6861  -3.0414
H  -19.5395  -13.9433  -2.3222
H  -18.4756  -15.4226  -0.5995
C  -28.3363  -2.0091  -1.2795
C  -29.3326  -1.1336  -1.6331
C  -30.5490  -1.8246  -1.7228
N  -30.2573  -3.1341  -1.3871
C  -28.9187  -3.2501  -1.1356
H  -27.2881  -1.7551  -1.2228
H  -29.2624  -0.0665  -1.7839
H  -31.5357  -1.5909  -2.0947
H  -30.9431  -3.8742  -1.3422
H  -28.4360  -4.1998  -0.9585
C  -25.5159  -8.7728  -6.1412
C  -25.3465  -9.3791  -4.9032
C  -25.2915  -8.6510  -3.7033
C  -25.5202  -7.2647  -3.8009
C  -25.7464  -6.7071  -5.0585
C  -25.7192  -7.4241  -6.2464
H  -25.4244  -9.3203  -7.0676
H  -25.1239  -10.4359  -4.9045
H  -25.1911  -9.0902  -2.7217
H  -25.3936  -6.6719  -2.9071
H  -25.9135  -5.6537  -5.2283
H  -25.8126  -6.8646  -7.1654
C  -28.3301  -1.7969  -7.5717
C  -29.0941  -2.0314  -8.6895
C  -28.4147  -2.3225  -9.8763
C  -27.0134  -2.4609  -9.8858
C  -26.2619  -2.1997  -8.7473
C  -26.9418  -1.8521  -7.5623
H  -28.8412  -1.7400  -6.6220
H  -30.1682  -1.9258  -8.6485
H  -28.8988  -2.4933  -10.8264
H  -26.3791  -2.7787  -10.7002
H  -25.1861  -2.2025  -8.6526
H  -26.3721  -1.7298  -6.6530

## Properties
- Charge: 0
- Energy: -74184.2227 eV
- Frontier orbital gap: 8.093 eV
- Energy above the lowest of the compared OMol25 structures with the same formula, charge and spin: 0.00 kcal per mole
- 2S+1: 1
- LUMO level: 0.04 eV

(5)
Computed, not measured: the ion C4H8NO9 with charge -1 at a distorted geometry, with ωB97M-V/def2-TZVPD.

CARTESIAN COORDINATES (ANGSTROEM)
O  -2.2801  1.1969  0.9465
C  -2.1981  0.6328  -0.1328
O  -2.7355  0.8832  -1.2467
C  -1.2177  -0.6396  -0.1506
O  -1.8492  -1.5313  0.7521
O  -1.0753  -1.1635  -1.4129
C  0.1695  -0.3873  0.5957
O  0.0544  0.3963  1.7720
O  0.6004  -1.6678  0.9787
C  1.3948  0.0914  -0.3421
O  1.5632  -0.7242  -1.4250
O  2.5162  -0.0117  0.4743
N  1.3370  1.4247  -0.8538
O  1.0619  2.4354  0.0978
H  -1.2207  -2.2107  0.8518
H  -1.6833  -0.8848  -2.0723
H  -0.8546  0.8040  1.8558
H  1.1196  -1.5270  1.8105
H  0.6844  -0.7824  -1.8657
H  3.1751  0.5003  0.0302
H  0.5734  1.2824  -1.5605
H  0.8644  1.8829  0.8969

## Properties
- Charge: -1
- Energy: -24195.8600 eV
- Frontier orbital gap: 8.817 eV
- Energy above the lowest of the compared OMol25 structures with the same formula, charge and spin: 0.00 kcal per mole
- 2S+1: 1
- LUMO level: 3.39 eV

(6)
Computed, not measured: the molecule C4H7NO, with ωB97M-V/def2-TZVPD.

CARTESIAN COORDINATES (ANGSTROEM)
C  -1.0946  0.5379  -1.4044
N  -0.3345  -0.0546  -0.3515
C  -0.3198  -1.1345  0.5279
C  0.2714  0.2317  0.8821
C  1.7631  0.3007  0.8329
O  2.4724  0.8461  1.6414
H  -2.0558  0.0331  -1.5409
H  -0.5228  0.4470  -2.3357
H  -1.2797  1.5996  -1.2148
H  -1.1865  -1.4419  1.1186
H  0.3388  -1.9593  0.2429
H  -0.2163  0.8337  1.6562
H  2.1641  -0.2395  -0.0549

## Properties
- Charge: 0
- Energy: -7796.7404 eV
- Frontier orbital gap: 9.639 eV
- Energy above the lowest of the compared OMol25 structures with the same formula, charge and spin: 66.97 kcal per mole
- 2S+1: 1
- LUMO level: 0.88 eV

Computed values of molar mass (unit: g/mol) for the preceding records, in sequence: 373.1; 806.7; 567.7; 775.8; 214.1; 85.1.